{
  "formula": "C8H18N2",
  "method": "ωB97M-V with the def2-TZVPD basis set",
  "species": ["N", "N", "C", "C", "C", "C", "C", "C", "C", "C", "H", "H", "H", "H", "H", "H", "H", "H", "H", "H", "H", "H", "H", "H", "H", "H", "H", "H"],
  "positions_angstrom": [[1.87110, 1.41652, -0.18014], [-1.67322, 0.18156, -1.04948], [0.38031, -0.37118, -2.21217], [-2.17394, -2.79675, -0.03588], [-0.46647, -0.46287, -0.97086], [0.19677, -0.68508, 0.28139], [-0.16439, 2.17675, 0.87978], [0.85232, 1.05969, 0.78018], [1.41579, 0.76287, 2.16745], [-1.03808, -2.49834, -0.65006], [1.17953, 0.36195, -2.10888], [-2.10528, 0.52835, -0.20613], [1.88614, 1.65537, 2.59931], [-0.50248, -3.27526, -1.19788], [-0.54671, 2.44791, -0.10346], [-2.70276, -2.04679, 0.55514], [2.69436, 0.83324, -0.08044], [0.83331, -1.33778, -2.43464], [2.18019, 2.38105, -0.08508], [0.29054, 3.10156, 1.26126], [-0.19915, -0.07093, -3.08649], [-2.61711, -3.79096, -0.01183], [0.62547, 0.44679, 2.85032], [2.17065, -0.02594, 2.13480], [-0.41043, -0.93267, 1.14149], [1.14750, -1.19102, 0.19380], [-2.12338, 0.23830, -1.94953], [-1.00060, 1.89367, 1.51802]],
  "nbo_charge": [-0.873, -0.830, -0.670, -0.496, 0.297, -0.401, -0.650, 0.137, -0.641, -0.269, 0.262, 0.395, 0.196, 0.161, 0.222, 0.170, 0.357, 0.223, 0.355, 0.202, 0.206, 0.195, 0.206, 0.200, 0.220, 0.223, 0.397, 0.207],
  "total_charge": 0,
  "e_lumo_ha": 0.0322,
  "de_lowest_kcal_mol": 97.3,
  "e_tot_ev": -11564.184
}

{
  "formula": "C31H37F2O3PSTl",
  "method": "ωB97M-V with the def2-TZVPD basis set",
  "species": ["Tl", "S", "P", "F", "F", "O", "O", "O", "C", "C", "C", "C", "C", "C", "C", "C", "C", "C", "C", "C", "C", "C", "C", "C", "C", "C", "C", "C", "C", "C", "C", "C", "C", "C", "C", "C", "C", "C", "C", "H", "H", "H", "H", "H", "H", "H", "H", "H", "H", "H", "H", "H", "H", "H", "H", "H", "H", "H", "H", "H", "H", "H", "H", "H", "H", "H", "H", "H", "H", "H", "H", "H", "H", "H", "H", "H"],
  "positions_angstrom": [[1.38024, -0.47838, 0.58774], [3.33209, -0.38131, -2.40565], [-1.46553, 0.45573, -0.95902], [4.02535, -1.29314, 2.04532], [3.48503, -2.75683, 0.45049], [1.00599, -1.88383, 4.09929], [1.81532, 0.80098, 3.69139], [-0.64531, 1.56046, 2.89970], [-0.54716, -2.07482, -1.64314], [-1.90194, -0.91427, -3.34764], [-2.07691, 1.80386, 2.87789], [-3.34910, 2.48522, -1.58398], [0.47179, -3.34009, 0.15474], [0.98648, -0.88261, 5.15731], [-5.70895, 2.00484, -1.90625], [-0.33787, 1.74761, -1.59745], [-4.64325, 2.89606, -1.88178], [-1.25798, -0.90434, -2.10666], [-0.10022, 1.90178, -2.96956], [4.55687, 0.88716, -2.37913], [2.12290, 0.07146, 4.89742], [-0.05549, -2.81499, 4.32273], [-4.17526, 0.20057, -1.41658], [-5.48625, 0.65668, -1.61479], [2.94533, -1.91723, 1.44571], [-0.15088, -4.48248, -1.86322], [0.03464, 2.70247, -0.66794], [0.36532, -4.52355, -0.58676], [-3.11188, 1.12773, -1.37872], [0.63782, 3.02206, -3.37842], [-0.06691, 2.30468, 3.98845], [0.74812, 3.82709, -1.11376], [-0.67717, -3.26272, -2.39359], [-1.30665, -3.24915, -3.63814], [1.00079, 4.01233, -2.47381], [0.09605, -2.14466, -0.39384], [4.04074, -1.81680, -3.26333], [-1.94946, -2.11841, -4.09405], [1.41717, 2.15408, 3.87900], [-3.96708, -0.85984, -1.33661], [3.55720, -2.71690, -2.82467], [-2.48698, -2.09885, -5.05243], [4.03309, 1.75402, -2.00535], [0.90129, -3.40361, 1.15141], [0.01207, -0.38139, 5.24509], [-0.49238, 2.00677, 4.96759], [-0.98095, -2.31825, 4.63162], [-0.25099, 3.39552, 3.82298], [-2.28603, 2.84989, 2.65513], [0.88078, 3.15971, -4.43689], [3.74310, -1.70914, -4.34202], [-0.19117, 2.61529, 0.39229], [-6.70756, 2.28065, -2.26690], [-0.23774, -3.35889, 3.41083], [5.13344, -1.88245, -3.08698], [0.72022, -5.47031, -0.15825], [2.29633, 0.71620, 5.78817], [1.51386, 4.93786, -2.81386], [3.04490, -0.52759, 4.74577], [1.09871, 4.56821, -0.37759], [-2.47639, 3.16706, -1.58722], [0.25469, -3.54454, 5.10226], [-2.45210, -0.04870, -3.68972], [2.52461, -2.52348, 2.25697], [-2.48812, 1.19793, 2.08752], [1.93555, 2.66930, 4.69265], [-6.26589, -0.08363, -1.58523], [4.89506, 1.09914, -3.43856], [-0.43371, 1.15370, -3.68385], [-2.48533, 1.54836, 3.88689], [-4.79871, 3.96058, -2.10864], [-0.16821, -5.38946, -2.46856], [5.44813, 0.64360, -1.81996], [1.75107, 2.69633, 2.95447], [1.22588, -1.38214, 6.12897], [-1.25454, -4.10420, -4.27729]],
  "lowdin_charge": [0.718, 0.693, 1.039, -0.111, -0.122, -0.197, -0.185, -0.232, -0.219, -0.113, -0.087, -0.090, -0.174, -0.197, -0.121, -0.423, -0.112, -0.326, -0.070, -0.454, -0.171, -0.099, -0.104, -0.097, -0.519, -0.057, -0.156, -0.094, -0.375, -0.100, -0.231, -0.093, -0.194, -0.059, -0.117, -0.275, -0.408, -0.088, -0.212, 0.104, 0.035, 0.096, 0.018, 0.059, 0.117, 0.119, 0.084, 0.129, 0.078, 0.096, 0.032, 0.082, 0.094, 0.072, 0.038, 0.098, 0.126, 0.101, 0.135, 0.100, 0.106, 0.090, 0.098, 0.040, 0.065, 0.117, 0.088, 0.047, 0.093, 0.090, 0.099, 0.096, 0.028, 0.137, 0.128, 0.094],
  "total_charge": -1,
  "e_lumo_ha": 0.0984,
  "de_lowest_kcal_mol": 20.3,
  "e_tot_ev": -69138.289
}

{
  "formula": "C5H17N2O",
  "method": "ωB97M-V with the def2-TZVPD basis set",
  "species": ["O", "N", "N", "C", "C", "C", "C", "C", "H", "H", "H", "H", "H", "H", "H", "H", "H", "H", "H", "H", "H", "H", "H", "H", "H"],
  "positions_angstrom": [[0.98335, -1.73237, -0.70890], [-0.97284, -0.41885, 0.01703], [1.36431, 0.84097, 0.59699], [-1.64785, -0.37536, 2.38765], [0.71870, 0.05732, 1.57738], [-2.23661, 0.96736, -4.35893], [-0.77847, 0.19593, 1.23924], [2.78971, 0.62170, 0.31354], [-1.37039, -0.04440, 3.38530], [-1.62405, 0.65034, -5.20340], [-1.37995, -1.42727, 2.46440], [-1.07509, 1.24568, 1.04300], [0.13042, -1.25985, -0.61595], [2.95787, -0.45685, 0.33544], [0.98267, 0.43770, 2.54196], [-2.74186, 0.11635, -3.89214], [0.95419, 0.62794, -0.32693], [-1.71757, 0.07099, -0.50841], [-2.69113, -0.42314, 2.12541], [3.00946, 1.04837, -0.66139], [0.91266, -1.01361, 1.49631], [-3.06073, 1.56967, -4.69353], [-1.60104, 1.43789, -3.61485], [3.41623, 1.06108, 1.08453], [0.89192, -2.55041, -1.18490]],
  "nbo_charge": [-1.006, -0.202, -0.366, -0.550, -0.229, -0.850, -0.142, -0.435, 0.270, 0.227, 0.241, 0.258, 0.456, 0.247, 0.233, 0.202, 0.377, 0.377, 0.252, 0.237, 0.250, 0.228, 0.193, 0.236, 0.494],
  "total_charge": 1,
  "e_lumo_ha": -0.3257,
  "de_lowest_kcal_mol": 157.6,
  "e_tot_ev": -10476.099
}